No. 1
Density functional theory data (the ωB97M-V functional and the def2-TZVPD basis) for a structure of composition C17H17F9MgN2O at a distorted geometry.

Each line ends with the natural charge from an NBO analysis.
CARTESIAN COORDINATES (ANGSTROEM)
C -3.26854 -0.41227 1.09452  -0.986
C -1.69914 0.38794 -2.36630  -1.024
H -3.22060 -1.45488 1.44122  0.216
H -3.84882 -0.51592 0.16662  0.158
H -3.69667 0.28986 1.79405  0.220
H -1.11229 -0.30451 -2.99928  0.220
H -2.78574 0.17494 -2.28409  0.172
H -1.74738 1.34003 -2.87784  0.205
C -0.17040 -2.87466 0.13760  0.083
C 0.89193 -3.78826 0.17501  -0.245
C 2.04712 -3.50155 -0.54289  -0.164
C 2.14425 -2.25546 -1.14883  -0.222
H -1.12433 -3.12828 0.60638  0.205
H 0.77568 -4.70308 0.74792  0.228
H 2.85578 -4.22662 -0.62853  0.226
H 2.98750 -1.99211 -1.77653  0.214
N -0.08183 -1.67921 -0.43362  -0.477
C 1.11075 -1.30880 -0.96246  0.179
C 1.30786 0.11446 -1.30378  0.163
N 0.32480 0.96358 -0.98202  -0.453
C 0.47373 2.26890 -1.13737  0.064
C 2.58189 1.95370 -2.24847  -0.163
C 1.55790 2.82580 -1.83241  -0.243
H -0.31966 2.87116 -0.71056  0.208
H 1.54764 3.87470 -2.05238  0.224
C 2.45398 0.59121 -1.96670  -0.214
H 3.18629 -0.12575 -2.31596  0.215
H 3.43397 2.32946 -2.78658  0.223
Mg -1.87778 0.15336 -0.27797  1.683
C -1.71532 2.38942 0.94504  -0.592
H -1.98967 3.27448 0.35379  0.161
H -0.74273 2.55558 1.43760  0.201
H -2.50026 2.18532 1.68679  0.197
F -0.06807 2.42640 3.76760  -0.331
C -0.66700 1.21226 3.91248  0.935
F -0.46983 0.83270 5.21195  -0.326
F -2.00873 1.34216 3.75095  -0.330
C -0.09642 0.14893 2.82041  0.097
O -0.59498 0.16860 1.62365  -0.842
C 1.50632 0.39886 2.80489  0.941
F 2.07109 0.55626 4.02842  -0.324
F 2.12991 -0.66105 2.21633  -0.335
F 1.81246 1.51263 2.08410  -0.330
C -0.30208 -1.22486 3.59369  0.947
F 0.62352 -1.42306 4.56032  -0.323
F -1.52182 -1.31962 4.17956  -0.326
F -0.18207 -2.25946 2.72355  -0.335

The calculation puts the largest force on an atom at 4.05 eV/Å. The value obtained for the relative energy (zero: lowest compared OMol25 entry of this formula, charge and spin) is 614.1 kJ/mol. The value obtained for the LUMO energy (alpha / beta) is -2.804 / -1.198 eV. As for the frontier orbital gap (alpha / beta): 4.3 / 7.6 eV. Its charge is 0.

No. 2
Density functional theory data (the ωB97M-V functional and the def2-TZVPD basis) for the molecule C5H8S at a distorted geometry.

Each line ends with the natural charge from an NBO analysis.
CARTESIAN COORDINATES (ANGSTROEM)
C 1.89483 -0.29125 -0.04049  -0.658
C 0.36063 -0.12032 0.08985  -0.021
C -0.25166 1.13372 -0.12258  -0.209
C -1.70007 1.05909 0.05731  -0.587
S -2.27579 -0.61989 -0.05828  0.164
C -0.49654 -1.34549 0.03099  -0.525
H 2.44746 0.74721 -0.35871  0.227
H 2.22300 -1.16185 -0.79279  0.229
H 2.47758 -0.40238 1.07857  0.225
H 0.31611 2.15031 -0.26566  0.233
H -2.37411 1.49932 -0.69110  0.240
H -1.95307 1.31998 1.20980  0.224
H -0.27015 -1.85342 -0.98201  0.225
H -0.39823 -2.11500 0.84511  0.232

The calculation puts the largest force on an atom at 3.74 eV/Å. The value obtained for the relative energy (zero: lowest compared OMol25 entry of this formula, charge and spin) is 195.1 kJ/mol. Its SMILES is CC1=CCSC1. The value obtained for the LUMO energy is 0.848 eV. As for the frontier orbital gap: 9.1 eV. Its charge is 0.

No. 3
Density functional theory data (the ωB97M-V functional and the def2-TZVPD basis) for a structure of composition C27H34N10NiS.

Each line ends with the Mulliken spin population.
CARTESIAN COORDINATES (ANGSTROEM)
Ni -0.93004 1.34897 0.14890  0.955
C -2.30845 1.45302 -2.71865  0.018
N -1.27525 0.47850 -3.04940  -0.008
C -0.44001 0.76575 -4.19885  0.004
C -0.99725 -0.52866 -2.17767  -0.009
N -1.22888 -0.37344 -0.89935  0.029
C -1.66617 -1.49563 -0.14446  -0.009
C -2.60634 -2.32544 -0.70636  0.020
C -3.12266 -3.42653 0.00090  -0.008
C -2.73547 -3.64049 1.28754  0.012
C -1.82356 -2.76461 1.92654  -0.012
C -1.53912 -2.93622 3.30434  0.029
C -0.75316 -2.03401 3.95670  -0.012
C -0.16372 -0.96968 3.25466  0.047
C -0.33239 -0.81680 1.89371  -0.031
N 0.31591 0.19583 1.19390  0.154
C 1.51848 0.64436 1.68564  0.004
N 1.78685 1.90388 1.70144  0.001
C 0.27143 4.12455 0.18162  0.086
C 3.15941 2.33747 1.84348  0.017
N 2.47089 -0.32820 2.04464  0.009
C 3.05989 -0.26949 3.36657  0.001
C 2.42169 -1.66262 1.49840  -0.001
C -1.24000 -1.69335 1.20561  0.008
N -0.40915 -1.64252 -2.72690  0.006
C 0.36027 -2.56145 -1.91098  -0.003
C -0.94637 -2.24089 -3.93475  -0.001
H -2.24585 2.27594 -3.42745  0.000
H -2.16641 1.85852 -1.71587  0.004
H -3.30189 1.00748 -2.77269  0.002
H -0.03476 1.77871 -4.11928  0.004
H -1.00328 0.69360 -5.13289  0.002
H 0.39002 0.06520 -4.23600  -0.005
H -2.98314 -2.10456 -1.69785  0.000
H -3.85239 -4.07109 -0.47106  0.000
H -3.15208 -4.45571 1.86485  0.000
H -2.00860 -3.75479 3.83342  0.000
H -0.59603 -2.11392 5.02388  0.000
H 0.42678 -0.24027 3.79368  0.003
H 1.04086 3.93186 0.92568  -0.002
H -0.13311 3.71807 -1.86582  0.077
H 0.12930 5.19688 0.03613  -0.022
H 3.88590 1.59334 1.49397  -0.003
H 3.42387 2.58737 2.87692  0.001
H 3.30068 3.25682 1.26593  -0.008
H 2.88764 0.70505 3.81458  0.000
H 4.13919 -0.44470 3.32528  0.001
H 2.61090 -1.02786 4.02118  0.000
H 2.10055 -1.62665 0.46016  0.001
H 1.75275 -2.33705 2.04873  0.000
H 3.42959 -2.08591 1.52338  0.000
H 0.71210 -2.05456 -1.01728  0.001
H 1.21610 -2.91013 -2.49212  0.000
H -0.23700 -3.42174 -1.59541  0.000
H -1.61756 -1.55008 -4.43680  0.000
H -1.50638 -3.14755 -3.67944  0.000
H -0.14235 -2.51217 -4.62181  0.001
S -1.27592 3.40013 0.75399  -0.166
C 0.65458 3.45669 -1.13434  -0.057
C 1.96815 3.89507 -1.67838  0.304
C 2.89366 3.00763 -2.12204  -0.048
C 2.63526 1.63156 -2.02254  0.348
C 1.45068 1.20090 -1.38557  0.026
N 0.53708 2.00997 -0.94565  0.247
H 2.15408 4.96046 -1.72080  0.002
H 3.83589 3.35271 -2.52681  0.004
H 3.34774 0.89274 -2.35699  0.013
H 1.29295 0.15080 -1.17577  -0.003
N -2.54747 1.06203 1.09422  -0.038
C -3.11585 0.53172 1.97282  -0.002
N -3.84801 -0.06343 2.81174  0.009
C -3.68860 0.06186 4.11515  -0.002
N -3.60648 0.09679 5.26775  0.003

The calculation puts the largest force on an atom at 0.33 eV/Å. As for the spin multiplicity: 3. The value obtained for the relative energy (zero: lowest compared OMol25 entry of this formula, charge and spin) is 300.2 kJ/mol. The value obtained for the LUMO energy (alpha / beta) is -1.416 / -1.942 eV. As for the frontier orbital gap (alpha / beta): 5.5 / 5.0 eV. Its charge is 0.

No. 4
Density functional theory data (the ωB97M-V functional and the def2-TZVPD basis) for a structure of composition CH4InO at a distorted geometry.

Each line ends with the natural charge from an NBO analysis.
CARTESIAN COORDINATES (ANGSTROEM)
In -0.54475 -1.30872 -3.14316  1.776
C 0.39500 0.27466 0.69302  -0.250
O -0.47236 -0.30471 -0.32630  -0.283
H 1.35716 -0.22934 0.78442  0.352
H 0.51836 1.35160 0.57869  0.344
H 0.02402 0.00161 1.68091  0.497
H -1.27743 0.21491 -0.26757  0.564

The calculation puts the largest force on an atom at 5.74 eV/Å. The value obtained for the relative energy (zero: lowest compared OMol25 entry of this formula, charge and spin) is 177.2 kJ/mol. The value obtained for the LUMO energy is -22.895 eV. As for the frontier orbital gap: 4.5 eV. Its charge is +3.